ORCA calculation (ωB97M-V/def2-TZVPD) on a cluster of 13 separate species, C51H126N2O13 in total at a distorted geometry.

Cartesian coordinates (Å):
C (0.127, 3.303, -4.637)
C (1.508, 3.698, -4.188)
C (2.475, 3.935, -5.341)
O (1.365, 4.907, -3.425)
H (-0.466, 3.107, -3.773)
H (0.162, 2.428, -5.311)
H (-0.226, 4.178, -5.171)
H (1.990, 2.906, -3.588)
H (3.412, 4.302, -4.917)
H (2.111, 4.736, -5.992)
H (2.586, 2.976, -5.901)
H (0.929, 4.730, -2.598)
C (4.541, 5.903, 0.873)
C (3.092, 5.724, 0.465)
C (2.704, 6.506, -0.788)
O (2.933, 4.313, 0.187)
H (5.242, 5.564, 0.100)
H (4.731, 5.265, 1.726)
H (4.666, 6.958, 1.072)
H (2.417, 5.971, 1.263)
H (3.148, 6.001, -1.625)
H (3.078, 7.527, -0.723)
H (1.630, 6.755, -0.839)
H (2.050, 4.163, -0.189)
C (-4.863, 4.235, -2.017)
C (-4.532, 2.817, -2.469)
C (-3.732, 2.774, -3.749)
O (-3.766, 2.160, -1.447)
H (-5.427, 4.196, -1.094)
H (-5.487, 4.795, -2.723)
H (-3.952, 4.770, -1.858)
H (-5.497, 2.350, -2.659)
H (-2.688, 3.099, -3.644)
H (-4.232, 3.388, -4.484)
H (-3.700, 1.747, -4.167)
H (-4.196, 2.251, -0.574)
C (-0.023, -2.568, 4.438)
C (0.171, -2.845, 2.926)
C (1.424, -2.128, 2.462)
O (0.300, -4.239, 2.748)
H (-0.970, -3.007, 4.788)
H (0.000, -1.494, 4.640)
H (0.785, -3.004, 5.044)
H (-0.760, -2.543, 2.356)
H (1.430, -2.207, 1.371)
H (2.337, -2.628, 2.879)
H (1.448, -1.056, 2.725)
H (0.853, -4.416, 1.971)
C (0.143, -2.374, -5.522)
C (0.767, -1.786, -4.255)
C (0.844, -0.287, -4.421)
O (-0.034, -2.072, -3.077)
H (0.130, -3.450, -5.353)
H (0.730, -2.173, -6.425)
H (-0.895, -2.130, -5.664)
H (1.790, -2.173, -4.125)
H (-0.206, 0.050, -4.297)
H (1.232, -0.079, -5.419)
H (1.482, 0.219, -3.680)
H (0.167, -2.986, -2.809)
C (1.163, 1.080, -0.771)
C (-0.282, 0.812, -1.101)
C (-1.076, 0.310, 0.069)
O (-0.853, 2.035, -1.598)
H (1.773, 0.171, -0.800)
H (1.229, 1.472, 0.224)
H (1.507, 1.895, -1.419)
H (-0.342, 0.081, -1.875)
H (-0.530, -0.422, 0.716)
H (-2.008, -0.124, -0.321)
H (-1.410, 1.117, 0.731)
H (-1.845, 1.921, -1.589)
C (3.876, 2.858, 3.564)
C (2.571, 2.693, 4.401)
C (1.692, 1.562, 3.948)
O (2.878, 2.763, 5.793)
H (4.434, 3.699, 3.956)
H (3.610, 3.056, 2.505)
H (4.352, 1.889, 3.493)
H (1.899, 3.558, 4.236)
H (1.450, 1.634, 2.878)
H (0.794, 1.617, 4.556)
H (2.179, 0.591, 4.159)
H (3.274, 1.942, 6.115)
C (-0.992, -6.167, -0.278)
C (-1.034, -4.963, -1.220)
C (-1.364, -3.686, -0.473)
O (0.232, -4.824, -1.915)
H (-0.241, -6.025, 0.480)
H (-0.840, -7.140, -0.701)
H (-1.965, -6.275, 0.137)
H (-1.780, -5.098, -2.022)
H (-0.581, -3.498, 0.289)
H (-2.280, -3.936, 0.109)
H (-1.481, -2.890, -1.175)
H (0.288, -5.464, -2.620)
C (-4.762, -1.478, -0.533)
C (-4.929, -0.894, -1.893)
C (-4.336, -1.797, -2.953)
O (-6.356, -0.767, -2.157)
H (-3.716, -1.458, -0.191)
H (-5.142, -2.520, -0.505)
H (-5.242, -0.942, 0.305)
H (-4.480, 0.124, -1.948)
H (-4.694, -1.468, -3.913)
H (-4.645, -2.834, -2.859)
H (-3.236, -1.694, -2.828)
H (-6.810, -0.693, -1.300)
C (4.611, 1.237, -2.033)
C (5.402, 2.449, -1.590)
C (5.084, 3.692, -2.362)
O (5.368, 2.722, -0.215)
H (4.826, 0.953, -3.048)
H (3.520, 1.330, -2.011)
H (4.847, 0.380, -1.391)
H (6.453, 2.205, -1.694)
H (5.712, 4.489, -2.032)
H (4.095, 4.060, -2.078)
H (5.185, 3.562, -3.408)
H (4.483, 3.031, 0.037)
C (-1.920, 5.205, 0.693)
C (-0.382, 4.974, 0.670)
C (0.215, 4.289, 1.929)
O (0.073, 4.436, -0.555)
H (-2.449, 4.234, 0.665)
H (-2.144, 5.759, -0.243)
H (-2.183, 5.902, 1.485)
H (-0.016, 6.022, 0.626)
H (-0.127, 4.798, 2.830)
H (1.301, 4.260, 1.952)
H (-0.052, 3.248, 1.970)
H (-0.337, 3.537, -0.668)
C (3.629, -7.046, -0.065)
C (3.930, -5.894, 0.937)
C (5.461, -5.716, 1.153)
C (6.123, -4.941, -0.010)
C (5.420, -3.621, -0.299)
C (3.918, -3.854, -0.686)
N (3.375, -4.591, 0.542)
O (1.971, -4.769, 0.387)
C (3.126, -2.526, -0.747)
C (3.798, -4.519, -2.086)
C (3.302, -6.214, 2.282)
H (3.963, -7.971, 0.427)
H (4.158, -6.956, -0.998)
H (2.567, -7.167, -0.279)
H (5.492, -5.217, 2.111)
H (5.855, -6.718, 1.331)
H (6.097, -5.523, -0.920)
H (7.172, -4.673, 0.205)
H (5.947, -3.050, -1.087)
H (5.367, -2.955, 0.555)
H (3.701, -1.799, -1.359)
H (2.134, -2.679, -1.194)
H (2.930, -2.110, 0.245)
H (2.752, -4.759, -2.376)
H (4.146, -3.815, -2.805)
H (4.414, -5.391, -2.134)
H (3.844, -6.967, 2.873)
H (2.271, -6.566, 2.092)
H (3.338, -5.354, 2.967)
H (1.775, -4.940, -0.545)
C (-4.334, 1.731, 4.213)
C (-4.237, 0.873, 2.911)
C (-3.126, -0.155, 3.059)
C (-3.535, -1.277, 3.985)
C (-4.822, -1.950, 3.516)
C (-5.996, -0.955, 3.356)
N (-5.527, 0.207, 2.520)
O (-6.510, 1.185, 2.489)
C (-7.197, -1.635, 2.475)
C (-6.575, -0.697, 4.738)
C (-3.935, 1.745, 1.639)
H (-4.536, 1.245, 5.178)
H (-4.977, 2.594, 4.166)
H (-3.333, 2.176, 4.303)
H (-2.951, -0.489, 2.030)
H (-2.237, 0.388, 3.367)
H (-3.680, -0.931, 4.989)
H (-2.736, -2.033, 4.026)
H (-5.072, -2.698, 4.268)
H (-4.732, -2.478, 2.568)
H (-7.922, -0.889, 2.139)
H (-6.704, -2.039, 1.578)
H (-7.574, -2.517, 2.985)
H (-5.878, -0.435, 5.529)
H (-7.452, -0.048, 4.802)
H (-6.982, -1.700, 4.955)
H (-3.080, 2.366, 1.783)
H (-4.848, 2.353, 1.454)
H (-3.730, 1.061, 0.782)
H (-6.550, 1.637, 3.354)

Its HOMO energy is -8.8 eV. As for the net charge: 0.

Atom charges from the Löwdin analysis, given in e for atoms 1 to 8: atom 1 (C): -0.06, atom 2 (C): -0.50, atom 3 (C): -0.05, atom 4 (O): -0.05, atom 5 (H): 0.04, atom 6 (H): 0.08, atom 7 (H): 0.09, atom 8 (H): 0.12